(1)
ORCA calculation (wB97M-V/def2-TZVPD) on a cluster of 13 separate species, C16H35BCl24N3O in total at a distorted geometry.

Geometry as ORCA input:
```
! RIJCOSX wB97M-V def2-TZVPD def2/J DEFGRID3
* xyz 1 1
C 4.3022 -0.8572 2.5901
B 3.1538 -0.5525 1.5769
O 3.1300 -1.1641 0.3705
N 2.1015 0.5352 1.8217
C 2.6829 1.8838 1.5650
C 3.0599 2.3930 2.9558
N 2.0122 1.7362 3.7928
C 1.5991 0.6423 3.0675
N 0.7374 -0.2659 3.5189
H 4.2497 -1.9090 2.8767
H 4.2977 -0.2668 3.5113
H 5.2681 -0.7083 2.0934
H 2.2386 -1.3886 0.0674
H 3.4181 1.9551 0.7642
H 1.8419 2.4816 1.2040
H 2.9609 3.4778 2.9555
H 4.0596 2.1340 3.3135
H 2.4287 1.3884 4.6584
H 0.7122 -0.6248 4.4650
H 0.0599 -0.6474 2.8713
C 2.6688 3.3253 -2.4377
Cl 4.2597 3.1110 -1.6877
Cl 1.3503 2.7438 -1.4016
H 2.5277 4.3848 -2.6116
H 2.6472 2.7678 -3.3680
C -2.7166 -0.0738 1.5005
Cl -1.1268 0.4300 0.8911
Cl -2.7011 -1.7781 1.9669
H -2.9501 0.5231 2.3745
H -3.4472 0.0752 0.7145
C 2.3239 -4.5958 2.4785
Cl 1.6414 -3.1259 3.2022
Cl 2.1126 -4.5638 0.7247
H 3.3829 -4.6258 2.7103
H 1.8073 -5.4591 2.8809
C 3.4856 0.5334 7.9132
Cl 4.3777 1.1533 6.5104
Cl 1.7460 0.4772 7.6112
H 3.8363 -0.4703 8.1223
H 3.6714 1.1978 8.7490
C -1.0345 -2.0614 -3.2849
Cl -0.6779 -1.3338 -4.8560
Cl -2.7695 -2.2960 -3.0423
H -0.5443 -3.0273 -3.2398
H -0.6685 -1.3988 -2.5081
C 2.3990 7.0992 -5.0762
Cl 3.4563 6.3492 -3.8650
Cl 1.3052 5.9237 -5.8088
H 1.8088 7.8622 -4.5829
H 3.0263 7.5242 -5.8508
C 3.8283 -0.4968 -2.4557
Cl 4.6675 0.2789 -3.7969
Cl 2.1393 -0.8638 -2.8563
H 4.3377 -1.4233 -2.2149
H 3.8308 0.1800 -1.6098
C -2.3881 -2.6858 5.7172
Cl -3.0493 -3.7801 6.9202
Cl -0.6153 -2.5479 5.8589
H -2.6124 -3.0670 4.7282
H -2.8119 -1.6993 5.8650
C 5.2005 -5.6584 -1.1298
Cl 5.3686 -4.5908 -2.5305
Cl 6.6350 -5.6483 -0.0956
H 4.3672 -5.2979 -0.5407
H 5.0373 -6.6694 -1.4840
C -2.9618 1.4778 -5.5046
Cl -2.6912 2.1974 -7.0930
Cl -4.6797 1.2043 -5.1703
H -2.4556 0.5205 -5.4674
H -2.5760 2.1557 -4.7518
C -8.3826 1.4170 -4.3181
Cl -9.0699 1.5068 -5.9382
Cl -9.6158 1.1182 -3.0805
H -7.6711 0.5995 -4.2874
H -7.8996 2.3611 -4.0937
C -13.0039 -0.2035 -3.0131
Cl -13.8736 0.2025 -4.4959
Cl -13.2583 -1.8836 -2.5189
H -11.9449 -0.0591 -3.1919
H -13.3633 0.4413 -2.2194
*
```

The HOMO energy comes out at -11.689 eV. The calculation puts the frontier orbital gap at 8.87 eV.

These are the Mulliken partial charges, in e, on atoms 1 to 2: -0.683 0.269

---

(2)
ORCA calculation (wB97M-V/def2-TZVPD) on a cluster of 2 separate species, CH5IN2 in total at a distorted geometry.

Geometry as ORCA input:
```
! RIJCOSX wB97M-V def2-TZVPD def2/J DEFGRID3
* xyz 0 1
C -0.9940 -0.4774 0.2509
N 0.3994 -0.6053 0.5429
N 1.4029 0.8011 -0.7420
I 0.3197 2.4416 -0.7503
H -1.5063 -0.7136 1.1153
H -1.3317 0.5586 0.1165
H -1.3001 -1.2909 -0.5353
H 0.8605 -1.3592 0.0999
H 2.1496 0.6451 -0.0980
*
```

The HOMO energy (spin up / spin down) comes out at -8.759 / -8.763 eV. The calculation puts the frontier orbital gap (spin up / spin down) at 8.21 / 8.14 eV. As for the energy above the lowest of the compared OMol25 structures with the same formula, charge and spin: 312.2 kJ/mol.

These are the Mulliken partial charges, in e, on atoms 1 to 2: -0.477 -0.453

---

(3)
ORCA calculation (wB97M-V/def2-TZVPD) on a cluster of 6 separate species, C46H100N3O5P in total at a distorted geometry.

Geometry as ORCA input:
```
! RIJCOSX wB97M-V def2-TZVPD def2/J DEFGRID3
* xyz 2 1
C 0.7438 2.6512 -12.2396
C 2.2017 2.8149 -11.7069
C 2.3040 2.7332 -10.1646
C 1.1183 3.4152 -9.3835
N 1.3034 3.5954 -7.8434
C 2.3059 4.7089 -7.4517
C 1.4846 5.9609 -7.4274
C 0.0372 5.6077 -7.1253
C 0.0821 4.0884 -6.9614
C 1.7061 2.2132 -7.1578
H -0.0842 2.7065 -11.5328
H 0.6623 1.6151 -12.5682
H 0.4897 3.2066 -13.1424
H 2.4307 3.8645 -11.8914
H 2.9234 2.1541 -12.1870
H 3.2540 3.0036 -9.7035
H 2.1794 1.6641 -9.9925
H 0.2230 2.8034 -9.2721
H 0.8036 4.4274 -9.6376
H 2.5290 4.4177 -6.4253
H 3.2457 4.8276 -7.9910
H 1.9029 6.7517 -6.8048
H 1.5297 6.3743 -8.4350
H -0.2616 6.1630 -6.2362
H -0.6563 5.7941 -7.9453
H 0.1924 3.8623 -5.9008
H -0.7807 3.5020 -7.2772
H 2.7360 2.0487 -7.4747
H 1.0070 1.4861 -7.5709
H 1.6857 2.1497 -6.0698
C 2.5028 -1.8881 6.8752
C 1.1975 -2.4561 6.2569
C 1.1991 -3.9296 5.7290
C 1.9155 -4.1652 4.4231
N 1.6221 -5.5911 3.8440
C 2.3477 -5.7902 2.4971
C 1.5726 -6.9005 1.7844
C 0.1743 -6.9276 2.4588
C 0.1456 -5.7897 3.4620
C 2.0058 -6.6832 4.8347
H 2.2933 -1.0113 7.4880
H 3.0274 -1.6001 5.9642
H 3.1656 -2.5234 7.4628
H 0.7456 -1.8677 5.4584
H 0.3915 -2.3729 6.9860
H 0.1642 -4.2520 5.6144
H 1.5496 -4.4264 6.6337
H 3.0006 -4.1114 4.5116
H 1.6779 -3.4431 3.6419
H 3.3761 -5.9624 2.8146
H 2.2060 -4.8412 1.9800
H 2.0702 -7.8232 2.0829
H 1.5344 -6.7239 0.7095
H 0.0718 -7.9636 2.7818
H -0.5642 -6.9199 1.6572
H -0.4176 -6.0289 4.3641
H -0.2228 -4.8746 2.9983
H 1.2362 -6.7087 5.6062
H 3.0300 -6.3793 5.0509
H 1.9921 -7.6841 4.4035
C 14.0741 -0.2534 -0.5295
C 13.1147 -1.3663 -0.1188
C 12.1238 -1.5686 -1.3210
C 11.2043 -0.3622 -1.7398
N 9.7111 -0.3451 -1.2428
C 9.2188 1.1574 -1.1523
C 9.0651 1.4844 0.3877
C 9.8938 0.2928 1.0377
C 9.4996 -0.8405 0.1697
C 8.7959 -1.2829 -2.1570
H 13.8510 0.7862 -0.2896
H 14.2495 -0.1642 -1.6016
H 15.0608 -0.4960 -0.1348
H 12.4382 -1.0887 0.6895
H 13.7045 -2.2589 0.0896
H 11.4589 -2.3994 -1.0847
H 12.6186 -1.9636 -2.2082
H 11.1392 -0.3625 -2.8278
H 11.6907 0.5260 -1.3364
H 8.2368 1.1664 -1.6251
H 9.9281 1.8267 -1.6392
H 7.9925 1.4439 0.5773
H 9.5014 2.4346 0.6959
H 9.6514 0.1679 2.0930
H 10.9307 0.6110 0.9289
H 8.4340 -0.9821 0.3506
H 9.9506 -1.7600 0.5428
H 7.7501 -1.2055 -1.8596
H 9.1684 -2.1898 -1.6807
H 8.9469 -1.3117 -3.2361
C -7.2096 -4.4280 4.1440
C -7.2448 -3.3124 3.1200
C -7.1555 -1.8419 3.6718
C -7.0422 -0.9146 2.4532
P -7.2725 0.8017 2.8298
C -7.1857 1.6777 1.2338
C -6.6809 3.1189 1.2138
C -6.8877 3.6396 -0.2019
C -8.2494 4.1886 -0.4852
C -8.8272 0.9449 3.7303
C -9.9291 0.1570 3.0075
C -11.2931 0.3544 3.8066
C -12.3308 -0.7264 3.6469
C -5.9851 1.4899 4.0399
C -6.0500 3.0009 4.5659
C -4.8272 3.3665 5.3574
C -4.8827 2.9286 6.7720
H -7.6372 -5.3549 3.7618
H -7.6937 -4.2052 5.0949
H -6.1710 -4.5625 4.4462
H -8.1636 -3.5448 2.5818
H -6.5083 -3.5067 2.3404
H -6.2772 -1.9371 4.3103
H -8.0056 -1.7117 4.3414
H -7.8026 -1.2294 1.7384
H -6.1273 -1.2897 1.9946
H -8.1517 1.6130 0.7331
H -6.4871 0.9695 0.7883
H -5.6487 3.1111 1.5638
H -7.2254 3.8012 1.8667
H -6.6676 2.8808 -0.9528
H -6.1561 4.3913 -0.4980
H -8.1926 5.2694 -0.6142
H -8.9810 3.9513 0.2872
H -8.7659 3.7705 -1.3493
H -9.2175 1.9626 3.7253
H -8.7509 0.5754 4.7529
H -9.7597 -0.9179 2.9448
H -9.9628 0.4936 1.9713
H -11.7863 1.1538 3.2536
H -11.3232 0.7921 4.8044
H -12.2354 -1.5358 4.3707
H -12.1671 -1.2239 2.6910
H -13.3309 -0.2933 3.6666
H -4.9650 1.1937 3.7958
H -6.1336 0.8643 4.9199
H -7.0263 3.1642 5.0223
H -6.0641 3.6217 3.6701
H -4.7480 4.4424 5.2016
H -3.8776 2.9687 4.9995
H -4.9688 1.8732 7.0303
H -5.6213 3.4165 7.4081
H -3.9499 3.2037 7.2642
C 0.8454 3.4481 1.2311
C 0.8833 1.9988 0.8012
O -0.2192 1.4827 0.6415
O 1.9972 1.5641 0.3689
H 1.5810 3.6211 2.0166
H -0.1366 3.7500 1.5953
H 1.2156 4.1831 0.5164
O -0.6208 -3.0752 -3.3204
C -1.8282 -3.2809 -3.9195
O -2.1798 -4.2104 -4.6279
O -2.8362 -2.5484 -3.8352
H -0.8110 -2.2171 -2.9342
*
```

The HOMO energy comes out at -6.245 eV. The calculation puts the frontier orbital gap at 3.11 eV. As for the energy above the lowest of the compared OMol25 structures with the same formula, charge and spin: 1166.0 kJ/mol.

These are the Mulliken partial charges, in e, on atoms 1 to 2: -1.094 -0.604

---

(4)
ORCA calculation (wB97M-V/def2-TZVPD) on a cluster of 2 separate species, C6H9NOS2 in total at a distorted geometry.

Geometry as ORCA input:
```
! RIJCOSX wB97M-V def2-TZVPD def2/J DEFGRID3
* xyz 0 1
O -1.1428 -3.9930 -1.6094
N -2.2477 -3.5496 -0.7738
C -1.7871 -2.8726 0.2172
C -0.5552 -2.6704 0.7629
C -0.3860 -1.7278 1.9575
S -0.6040 0.0871 1.5262
H -1.5911 -4.5058 -2.3737
H -2.8366 -2.5704 0.7132
H 0.1738 -2.3877 -0.0041
H -0.0222 -3.6899 1.0101
H -0.8503 -2.1834 2.9090
H 0.6627 -1.8460 2.2079
H 0.2110 0.1187 0.3818
C 1.4157 4.9169 0.2991
C 1.7695 5.0768 -0.8734
C 2.0862 5.5845 -2.2163
S 3.5231 6.2162 -2.4611
H 1.0162 4.3473 1.2402
H 1.1647 5.6492 -2.9133
*
```

Its SMILES is O/N=C\CCS.C#CC=S. The HOMO energy comes out at -9.135 eV. The calculation puts the frontier orbital gap at 8.11 eV. As for the energy above the lowest of the compared OMol25 structures with the same formula, charge and spin: 568.3 kJ/mol.

These are the Mulliken partial charges, in e, on atoms 1 to 2: -0.434 -0.443

---

(5)
ORCA calculation (wB97M-V/def2-TZVPD) on a structure of composition C6H5F10N6O22S10Y at a distorted geometry.

Geometry as ORCA input:
```
! RIJCOSX wB97M-V def2-TZVPD def2/J DEFGRID3
* xyz -2 1
Y -1.3884 -0.0372 -0.1312
N -1.8243 -0.8361 1.9147
S -0.9218 -1.0422 3.0915
O -0.7424 -2.4064 3.5195
O -0.7294 0.1394 3.9321
F 0.3719 -0.9081 2.0731
S -3.2013 -1.5005 2.7248
O -3.3117 -1.5303 4.1518
O -3.7606 -2.6381 1.9291
F -4.1636 -0.3836 2.3008
N -3.5594 -0.0861 -0.9083
S -4.4026 -1.3048 -1.7635
O -5.2048 -1.1176 -2.9130
O -4.5071 -2.4725 -0.8317
F -3.0737 -1.6548 -2.6227
S -4.8049 0.8868 -0.8874
O -5.8821 0.3508 -0.0832
O -4.9824 1.6747 -2.1392
F -4.0280 1.9453 0.1125
N -0.7509 4.2917 -2.5581
S -1.3818 2.6619 -3.0997
O -2.3214 2.6407 -4.1942
O -1.5514 1.6730 -2.0418
F -0.0346 2.0126 -3.8462
S -2.1480 4.5499 -1.9747
O -2.6549 3.7174 -0.9385
O -3.0039 5.1246 -2.9976
F -1.7551 5.8722 -1.1624
N -0.8516 -2.0550 -0.8990
S -0.9338 -3.6889 -0.3551
O -0.2132 -4.8185 -0.9128
O -2.3069 -4.0384 0.1384
F -0.1385 -3.4313 0.9745
S -0.0963 -2.4774 -2.2522
O -0.8461 -3.3082 -3.1812
O 1.3733 -2.6155 -2.1388
F -0.2765 -1.0629 -2.9524
N 0.2423 1.5033 0.2993
S 1.7575 2.0580 -0.3776
O 2.8365 2.2179 0.5602
O 1.5647 3.0489 -1.4564
F 2.1813 0.7284 -1.2892
S 0.2561 2.5838 1.3581
O 0.0631 3.9535 0.9170
O 0.7743 2.3032 2.6737
F -1.3358 2.3290 1.5379
C 3.6805 -1.3837 2.2427
C 3.4794 -1.4610 0.8123
C 4.5732 -1.0696 0.0275
C 5.7921 -0.7804 0.6721
C 5.9184 -0.6995 2.0539
C 4.8873 -1.0201 2.8855
N 6.9852 -0.3586 -0.0621
O 6.7913 -0.3211 -1.2637
O 8.0269 -0.1509 0.4688
H 2.9152 -1.7490 2.9115
H 2.4676 -1.6603 0.4917
H 4.4258 -1.0206 -1.0413
H 6.8046 -0.3314 2.5493
H 4.9205 -0.8462 3.9509
*
```

The HOMO energy comes out at -5.203 eV. The calculation puts the frontier orbital gap at 8.18 eV.

These are the Mulliken partial charges, in e, on atoms 1 to 2: 3.583 0.184

---

(6)
ORCA calculation (wB97M-V/def2-TZVPD) on a cluster of 2 separate species, C4H10N2O2 in total at a distorted geometry.

Geometry as ORCA input:
```
! RIJCOSX wB97M-V def2-TZVPD def2/J DEFGRID3
* xyz 0 1
C -1.1653 1.2986 0.9408
C -0.4359 -0.0054 0.7984
N -1.2360 -1.1335 0.6567
C 0.8942 -0.1649 0.7607
O 1.5694 -1.3279 0.9247
O 1.6995 0.9357 0.5859
H -1.2926 1.5669 -0.2056
H -0.6051 2.0361 1.3722
H -2.0532 1.0711 1.5832
H -0.7129 -2.0870 0.8871
H -2.0035 -1.0270 1.3458
H 2.5055 -1.2027 1.1074
H 1.9851 0.8609 -0.3137
C 0.0425 -0.5912 -2.0113
N 0.7826 0.3830 -2.4195
H -0.9389 -0.3476 -1.6273
H 0.5465 -1.5259 -1.9530
H 0.4181 1.2607 -2.4325
*
```

Its SMILES is CC(N)=C(O)O.C=N. The HOMO energy comes out at -7.468 eV. The calculation puts the frontier orbital gap at 8.22 eV. As for the energy above the lowest of the compared OMol25 structures with the same formula, charge and spin: 396.8 kJ/mol.

These are the Mulliken partial charges, in e, on atoms 1 to 2: -0.984 0.417

---

| no. | DFT total energy (a.u.) |
| --- | --- |
| 1 | -11939.449681 |
| 2 | -448.133921 |
| 3 | -2693.634976 |
| 4 | -1160.153993 |
| 5 | -7234.182168 |
| 6 | -418.309814 |